Formula: C2H3N3S
Source: the OMol25 dataset
Level of theory: ωB97M-V/def2-TZVPD

Calculated values
* total charge: 0
* energy above the lowest of the compared OMol25 structures with the same formula, charge and spin: 52.7 kcal/mol
* largest force on an atom: 4.4 eV/A
* SMILES: [H]/N=C\NN=C=S
* spin multiplicity: 1
* gap between HOMO and LUMO: 9.05 eV
* E: -17425.512 eV

Last column: Löwdin charge in e.
CARTESIAN COORDINATES (ANGSTROEM)
H 0.607 1.727 -0.389  0.131
C -1.927 0.279 -0.042  -0.765
S -3.387 -0.241 0.067  0.707
H 0.215 -1.749 0.150  0.024
N 0.449 0.870 0.096  -0.025
H 2.410 -0.029 -0.253  0.131
N 1.181 -1.483 0.118  0.092
N -0.872 0.862 0.222  -0.005
C 1.325 -0.236 0.030  -0.290

Cartesian forces, eV/Å:
H 1.543 0.216 -0.171
C 3.157 1.434 1.497
S -0.814 -0.427 -0.378
H -0.917 -0.388 0.489
N 1.003 -0.215 -0.284
H -1.538 1.059 0.733
N -0.676 0.068 -0.063
N -3.802 -2.070 -0.524
C 2.045 0.324 -1.298